No. 1
Formula: C23H43Br9O10S5
Source: OMol25
Level of theory: ωB97M-V with the def2-TZVPD basis set

Values from the calculation:
- Multiplicity: 1
- DFT total energy: -26811.48812 a.u.
- Gap between HOMO and LUMO: 9.5 eV
- Maximum force: 2.90 eV/A
- Energy relative to the best compared isomer or geometry (same formula, charge and spin): 159.78 kJ/mol
- Total charge: 0

Last column: Löwdin charge in e.
Element x y z (Å)
C: -5.95 -1.64 0.20  -1.55
Br: -7.00 -2.86 1.29  0.57
Br: -6.59 -1.49 -1.62  0.57
Br: -4.03 -2.03 0.32  0.59
H: -6.00 -0.61 0.53  -0.04
C: 5.88 -3.39 -0.51  -1.58
Br: 5.37 -4.85 -1.69  0.58
Br: 7.24 -2.15 -1.18  0.56
Br: 6.39 -3.98 1.30  0.53
H: 5.05 -2.78 -0.20  -0.09
C: -3.73 -1.22 -4.50  -1.52
Br: -2.73 -0.79 -6.08  0.59
Br: -3.24 -0.04 -3.02  0.64
Br: -3.35 -3.12 -4.07  0.55
H: -4.79 -1.10 -4.63  -0.03
C: -0.75 -3.43 2.21  -0.19
C: -1.63 -3.95 3.39  -0.20
C: -1.38 -3.14 4.64  -0.22
S: -0.99 -1.47 4.09  0.74
O: 0.05 -0.76 4.82  -0.30
O: -2.22 -0.87 3.62  -0.31
C: -0.17 -2.06 2.58  -0.21
H: -1.31 -3.43 1.28  0.08
H: 0.05 -4.15 2.13  0.11
H: -1.40 -5.02 3.41  0.12
H: -2.70 -3.86 3.19  0.11
H: -0.47 -3.46 5.17  0.11
H: -2.19 -3.20 5.37  0.11
H: 0.87 -2.18 2.87  0.09
H: -0.32 -1.23 1.89  0.07
C: 0.15 2.88 -3.14  -0.19
C: 1.14 3.31 -4.23  -0.20
C: 0.48 4.40 -5.11  -0.22
S: -1.30 4.28 -4.92  0.68
O: -1.95 4.00 -6.19  -0.33
O: -1.70 5.44 -4.13  -0.34
C: -1.24 2.87 -3.83  -0.25
H: 0.18 3.61 -2.33  0.12
H: 0.34 1.87 -2.78  0.08
H: 1.35 2.48 -4.90  0.11
H: 2.08 3.71 -3.88  0.11
H: 0.75 4.24 -6.15  0.10
H: 0.71 5.42 -4.81  0.10
H: -1.17 2.07 -4.58  0.08
H: -2.07 2.72 -3.15  0.07
C: -1.02 3.45 1.68  -0.22
C: -1.04 2.47 2.87  -0.20
C: -1.63 1.19 2.31  -0.23
S: -2.84 1.68 1.05  0.67
O: -4.18 1.63 1.58  -0.33
O: -2.51 1.06 -0.22  -0.42
C: -2.41 3.42 1.04  -0.22
H: -0.29 3.08 0.94  0.11
H: -0.76 4.48 1.90  0.12
H: -1.62 2.91 3.69  0.12
H: -0.10 2.27 3.38  0.08
H: -2.06 0.41 2.95  0.01
H: -0.88 0.62 1.76  0.06
H: -3.05 3.90 1.77  0.10
H: -2.44 3.94 0.08  0.11
C: -0.52 -2.34 -2.07  -0.22
C: -0.21 -1.78 -0.64  -0.25
C: 0.55 -0.49 -0.72  -0.20
S: 1.85 -0.98 -1.87  0.69
O: 2.84 -1.75 -1.15  -0.33
O: 2.31 0.15 -2.65  -0.33
C: 0.77 -2.06 -2.89  -0.18
H: -1.36 -1.80 -2.50  -0.01
H: -0.85 -3.38 -2.07  0.10
H: 0.21 -2.61 -0.06  0.10
H: -1.22 -1.72 -0.22  0.06
H: 1.01 -0.08 0.18  0.07
H: -0.05 0.34 -1.09  0.10
H: 1.30 -2.96 -3.22  0.10
H: 0.56 -1.49 -3.79  0.10
C: 4.28 0.40 1.24  -0.22
C: 4.23 -0.70 2.33  -0.20
C: 3.22 -0.32 3.41  -0.18
S: 2.43 1.29 2.88  0.73
O: 2.30 2.25 3.94  -0.31
O: 1.26 1.07 2.01  -0.35
C: 3.91 1.71 1.85  -0.20
H: 3.62 0.08 0.43  0.09
H: 5.29 0.44 0.83  0.12
H: 5.19 -0.79 2.83  0.11
H: 3.98 -1.64 1.85  0.09
H: 3.69 -0.05 4.35  0.10
H: 2.38 -0.99 3.56  0.06
H: 4.66 2.05 2.56  0.11
H: 3.52 2.55 1.27  0.11


No. 2
Formula: C3H2O3S
Source: OMol25
Level of theory: ωB97M-V with the def2-TZVPD basis set

Values from the calculation:
- Multiplicity: 1
- DFT total energy: -739.29558 a.u.
- Gap between HOMO and LUMO: 8.1 eV
- Maximum force: 2.08 eV/A
- Energy relative to the best compared isomer or geometry (same formula, charge and spin): 408.82 kJ/mol
- Total charge: 0

Last column: natural (NBO) charge in e.
Element x y z (Å)
C: -1.74 0.45 0.60  0.72
C: 1.46 -1.14 0.57  0.42
C: -0.98 0.82 -0.43  -0.83
O: -2.34 0.00 1.49  -0.46
O: 1.42 -0.77 1.66  -0.37
O: 1.90 0.26 -1.19  -0.94
S: 1.52 -1.17 -1.05  0.90
H: -1.31 0.34 -1.39  0.27
H: 0.08 1.22 -0.25  0.30


> multiplicity of number 1 (C23H43Br9O10S5)?

1


> Among the records above, which one has the lowest maximum force?

C3H2O3S